1.
ORCA calculation (ωB97M-V with the def2-TZVPD basis set) on a cluster of 2 separate species, C5H9O in total at a distorted geometry.

Calculated values
Net charge   +1
HOMO-LUMO gap   7.91 eV
Energy relative to the best compared isomer or geometry (same formula, charge and spin)   71.8 kcal per mole
Lowest unoccupied orbital energy   -5.93 eV

Each line ends with the Löwdin charge.
Cartesian coordinates (Å):
C -2.452888 -0.400288 -0.638833  0.064
C 1.809029 -1.045729 0.466797  -0.089
C -1.352462 0.292436 0.062344  -0.100
C 2.372459 -0.301216 -0.511185  -0.054
C -0.550346 1.392472 0.524879  0.068
O -1.452349 -0.994064 0.248105  0.176
H -3.481210 -0.454861 -0.320636  0.128
H -2.350990 -0.362920 -1.842890  0.197
H 1.134492 -1.864482 0.340548  0.047
H 2.165365 -1.017808 1.453966  0.041
H 2.020165 -0.499271 -1.554605  0.067
H 3.164204 0.482682 -0.475522  0.078
H -0.854713 1.458812 1.559807  0.139
H 0.571399 1.049446 0.703374  0.143
H -0.742153 2.264786 -0.016143  0.095

Cartesian forces, eV/Å:
0.5480 2.2159 -3.3308
1.5514 0.9011 -1.2232
-1.8708 -2.4280 0.0118
-0.9283 -0.7504 -0.8543
2.1328 -2.7043 0.9566
1.3718 1.4452 -0.2679
-0.0153 0.1842 0.5461
0.1790 -0.9783 2.9349
-0.5188 -0.1809 -0.7380
0.4988 0.4672 1.3378
0.3411 0.2687 0.8675
-0.7458 -0.8427 0.6261
-0.4487 0.4078 0.7670
-2.0255 0.6321 -0.9212
-0.0699 1.3623 -0.7126

=====

2.
ORCA calculation (ωB97M-V with the def2-TZVPD basis set) on an isolated molecule of C3H5N3O at a distorted geometry.

Calculated values
HOMO-LUMO gap   8.64 eV
Energy relative to the best compared isomer or geometry (same formula, charge and spin)   96.1 kcal per mole
Lowest unoccupied orbital energy   -0.74 eV
SMILES   [H]/N=C/N/C(C=O)=N/[H]

Each line ends with the Löwdin charge.
Cartesian coordinates (Å):
H 3.532368 -0.009746 0.438239  0.110
N 2.488236 0.183343 -0.028344  0.022
C 1.524740 -0.761949 -0.036654  -0.308
N 0.192014 -0.684244 -0.269675  0.076
C -0.640528 0.452881 -0.000306  -0.444
C -1.984683 0.098307 -0.061893  -0.235
O -2.465366 -1.018741 0.070838  0.085
N -0.326890 1.661121 -0.118967  0.166
H -1.177464 2.335502 0.347822  0.155
H 1.699886 -1.931228 0.108976  0.141
H -0.333207 -1.483957 -0.211085  0.080
H -2.509101 1.158716 -0.238953  0.151

Cartesian forces, eV/Å:
-3.9714 -0.4492 -1.8720
-1.2803 -2.3489 1.4428
5.4590 -1.0307 0.8254
0.2136 5.1369 0.2886
3.7156 -1.3200 -1.9389
-5.1972 -0.2642 1.0476
0.6072 1.9503 -0.6073
-0.9512 3.2727 2.6044
2.5998 -2.3910 -2.1688
0.3632 2.2999 -0.0425
-1.1288 -2.4653 0.1258
-0.4296 -2.3902 0.2949

=====

3.
ORCA calculation (ωB97M-V with the def2-TZVPD basis set) on an isolated molecule of C6H10.

Calculated values
HOMO-LUMO gap   10.34 eV
Energy relative to the best compared isomer or geometry (same formula, charge and spin)   6.7 kcal per mole
Lowest unoccupied orbital energy   1.27 eV
SMILES   C[C@@H]1C=CCC1

Each line ends with the Löwdin charge.
Cartesian coordinates (Å):
C 1.982814 -0.360620 0.067928  -0.084
C 0.606419 0.026710 -0.455220  -0.383
C 0.061846 1.267137 0.227334  -0.082
C -1.224507 1.109944 0.529664  -0.104
C -1.784963 -0.116614 -0.152798  -0.187
C -0.516171 -0.983014 -0.130353  -0.180
H 1.988233 -0.362312 1.163818  0.081
H 2.741269 0.352764 -0.271351  0.075
H 2.269354 -1.358643 -0.278047  0.076
H 0.670577 0.157044 -1.548786  0.141
H 0.659234 2.145243 0.459879  0.107
H -1.826669 1.747296 1.157755  0.095
H -2.661620 -0.568850 0.321415  0.103
H -2.043947 0.153865 -1.193671  0.116
H -0.549759 -1.849750 -0.789107  0.107
H -0.372114 -1.360200 0.891533  0.119

Cartesian forces, eV/Å:
0.0818 -0.0342 0.0216
-0.0657 -0.0153 0.0068
-0.1793 -0.0102 0.1434
-0.1977 0.2717 -0.1792
0.3272 -0.1622 0.1921
-0.0442 -0.1997 -0.1901
-0.0063 -0.0434 -0.1300
-0.0499 -0.1132 0.0601
0.0109 0.1044 0.0157
-0.0702 0.0558 0.1535
0.0110 -0.2381 0.1077
-0.0419 0.3797 -0.1877
0.1913 0.0669 -0.0252
-0.0613 -0.1852 0.3325
0.0606 0.0197 -0.1952
0.0337 0.1033 -0.1259

=====

4.
ORCA calculation (ωB97M-V with the def2-TZVPD basis set) on an isolated molecule of C2H2N2S at a distorted geometry.

Calculated values
HOMO-LUMO gap (alpha / beta)   8.25 / 8.26 eV
Energy relative to the best compared isomer or geometry (same formula, charge and spin)   105.0 kcal per mole
Lowest unoccupied orbital energy (alpha / beta)   -1.00 / -0.99 eV

Each line ends with the Löwdin charge.
Cartesian coordinates (Å):
C 0.245117 0.740882 0.107460  -0.257
C 0.183251 -0.539382 -0.078402  0.092
N 1.489794 1.432348 -0.070063  -0.088
N 2.557582 0.861760 -0.023325  -0.582
S 2.827886 -0.664271 0.023288  0.742
H -0.482784 1.402942 0.190798  0.051
H 0.017603 -1.624450 0.050526  0.043

Cartesian forces, eV/Å:
2.1775 -4.5096 -1.3908
2.3394 -1.3300 1.1819
0.7332 2.7060 0.5568
0.0598 0.9093 -0.4256
-1.7087 -1.8938 -0.0306
-3.3318 2.7459 0.4462
-0.2693 1.3722 -0.3381

=====

5.
ORCA calculation (ωB97M-V with the def2-TZVPD basis set) on a structure of composition C25H48GaO3P2S at a distorted geometry.

Calculated values
Net charge   +1
HOMO-LUMO gap (alpha / beta)   4.36 / 4.39 eV
Energy relative to the best compared isomer or geometry (same formula, charge and spin)   39.9 kcal per mole
Lowest unoccupied orbital energy (alpha / beta)   -5.60 / -5.57 eV

Each line ends with the Löwdin charge.
Cartesian coordinates (Å):
Ga -0.742058 -0.309811 -2.320921  0.675
C -2.551064 1.800677 0.899247  -0.116
C -2.949122 0.917649 -0.137927  -0.165
C -2.681714 -0.325846 1.775642  -0.092
C -2.407640 1.034650 2.088364  -0.086
C -2.994888 -0.400919 0.390602  -0.137
C -2.391364 3.266372 0.780592  0.005
H -2.069027 3.553336 -0.229054  0.089
H -1.644650 3.635552 1.496101  0.081
H -3.335598 3.796788 0.986524  0.117
C -2.101570 1.538463 3.434019  0.027
H -2.146014 2.632264 3.453710  0.095
H -1.095284 1.219325 3.756452  0.082
H -2.821994 1.137935 4.161969  0.114
C -2.684419 -1.418422 2.761507  0.018
H -3.370032 -1.191060 3.592821  0.115
H -1.676096 -1.544973 3.187852  0.079
H -2.998382 -2.364955 2.310181  0.084
C -3.362635 -1.617365 -0.367762  -0.002
H -4.391768 -1.546436 -0.752829  0.115
H -3.293057 -2.503768 0.270748  0.086
H -2.700570 -1.782514 -1.236630  0.061
C -3.326360 1.338587 -1.508682  -0.040
H -4.199948 2.009647 -1.489780  0.117
H -3.590398 0.476993 -2.133347  0.078
H -2.515214 1.893354 -2.005055  0.066
C 1.144703 0.362939 -2.313576  -0.156
C 0.106149 1.334290 -2.556356  -0.213
C -0.378853 1.679365 -3.999874  -0.125
C -1.310834 0.564463 -4.675046  -0.137
C -1.292466 -0.847975 -4.002350  -0.227
C -0.082119 -1.548758 -3.758364  -0.163
C 1.250166 -1.093375 -4.403616  -0.153
C 2.045502 -0.142370 -3.468223  -0.154
H 0.435462 1.961111 -4.695018  0.125
H -1.135332 0.552015 -5.766837  0.128
H -0.949488 2.627187 -3.950019  0.120
H 2.529150 0.642898 -4.083801  0.123
H 1.641590 0.278836 -1.336383  0.113
H -0.050977 2.078241 -1.772865  0.100
H 2.918942 -0.693609 -3.067653  0.117
H 1.881892 -1.973914 -4.622580  0.120
H -0.043717 -2.607749 -3.470135  0.124
H 1.130463 -0.599675 -5.385473  0.119
H -2.355490 0.916165 -4.595866  0.112
H -2.227716 -1.420320 -3.998992  0.130
P 1.881644 2.569602 0.898371  0.758
C 1.588084 3.322114 2.540848  -0.303
H 2.499940 3.902789 2.750069  0.041
H 1.421200 2.513188 3.279867  0.008
H 0.700030 3.970072 2.466155  0.027
C 3.631402 2.111635 1.207535  -0.299
H 4.044156 2.959100 1.774327  0.036
H 4.148094 1.976859 0.246691  0.039
H 3.639294 1.177483 1.785657  0.015
C 2.232291 4.147629 0.029202  -0.333
H 2.469538 3.932569 -1.022935  0.025
H 3.087021 4.599578 0.555161  0.039
H 1.337482 4.783154 0.094150  0.028
P 1.039388 -3.488382 0.411186  0.815
C -0.181696 -4.648400 -0.371159  -0.322
H 0.241642 -5.555524 -0.829150  0.038
H -0.621636 -4.012639 -1.170175  -0.001
H -0.996553 -4.971631 0.293603  0.032
C 2.365974 -3.615999 -0.884097  -0.306
H 1.904206 -3.289379 -1.840354  0.012
H 2.851886 -4.603696 -0.996093  0.047
H 3.130138 -2.859001 -0.644912  0.032
C 1.606890 -4.051504 2.027991  -0.304
H 1.578657 -5.130209 2.223045  0.046
H 0.977698 -3.515103 2.771499  0.011
H 2.623417 -3.665939 2.203617  0.047
C 2.555205 -0.986784 4.746175  -0.146
S 1.357034 -0.489526 3.508361  0.401
O 0.353970 -1.561571 3.480187  -0.405
O 0.841792 0.798922 3.995063  -0.407
O 2.114938 -0.382298 2.238504  -0.422
H 3.298246 -0.194547 4.876556  0.065
H 3.041934 -1.912736 4.427152  0.056
H 2.020522 -1.145153 5.686589  0.063

Cartesian forces, eV/Å:
-0.5364 -1.5196 3.8012
-0.0235 0.2280 0.0479
0.0876 0.0595 -0.2714
0.0355 -0.1950 0.4137
0.0837 -0.0180 0.4970
0.0098 0.0971 -0.2197
0.2962 0.3056 -0.0118
-0.1120 -0.0717 0.2221
-0.2002 -0.0852 -0.1873
0.1623 -0.1897 -0.0316
-0.3665 0.3798 -0.1009
0.0622 -0.2223 0.1055
0.1149 -0.1054 -0.0615
0.2001 0.0068 -0.1202
-0.2499 -0.2871 -0.1152
0.2031 0.0315 -0.1569
0.0546 0.1046 -0.0186
0.0864 0.1739 0.1614
-0.1321 -0.4244 0.0351
0.2583 -0.0194 0.0411
-0.0168 0.1427 -0.2607
-0.2230 0.0280 0.1996
-0.3661 0.1879 -0.3746
0.1747 -0.1297 0.0820
0.0574 0.2206 0.1002
-0.2935 -0.0981 0.1834
2.1179 -0.1563 -1.1588
0.8493 2.5636 -0.0319
-0.2597 0.1130 -0.3212
-0.3739 0.4541 -0.0330
-2.1612 -0.3045 -2.3593
2.4896 -0.6880 -0.9617
0.7226 0.2216 -0.0909
0.2551 -0.7589 -0.4029
0.0374 -0.5677 0.5840
0.2435 -0.3697 0.4837
0.0446 -0.6282 0.1717
-0.4945 0.1086 0.5582
-0.6869 0.5118 -0.0302
0.0906 -0.0639 -0.1516
-0.6459 0.2456 0.1977
-0.4653 0.2444 0.1277
-0.6994 0.4115 -0.0815
-0.4814 -0.2796 0.3894
0.4364 -0.1801 0.1208
0.2848 0.2529 -0.3476
-0.1241 -0.1355 0.0082
-0.2447 -0.3163 0.0255
-0.5129 0.0600 0.2871
0.1648 0.7140 -0.3566
0.3107 -0.0611 0.2542
-0.2176 -0.2969 -0.1557
0.2947 -0.4110 -0.2201
0.0488 0.0287 0.3385
0.1792 0.3607 -0.1813
-0.0721 -0.1339 -0.0889
0.0515 0.3262 0.2550
-0.2872 0.2515 -0.4391
0.3633 0.0232 -0.1382
-0.7580 1.1516 -1.2830
-0.1376 -0.1581 -0.0721
0.0102 0.2510 0.1520
0.1212 -0.5759 0.3307
0.2587 0.2764 -0.0806
0.2507 0.1387 0.2726
0.2026 -0.3591 0.4717
-0.3014 0.4117 -0.0055
-0.1343 -0.3247 -0.0544
0.0926 -0.1672 0.7731
0.0947 0.1611 -0.1961
0.3012 -0.4026 -0.4925
-0.2395 -0.1625 -0.1935
-0.1231 -0.0058 0.0326
1.2120 -0.1694 -0.7171
-0.1424 0.4092 0.0919
-0.2717 -0.5923 -0.0934
-0.8219 -0.0857 1.1424
-0.1845 -0.1160 -0.1389
-0.1350 0.1688 0.0111
0.0804 0.0108 -0.1620

=====

6.
ORCA calculation (ωB97M-V with the def2-TZVPD basis set) on an isolated molecule of C16H32OSi3 at a distorted geometry.

Calculated values
HOMO-LUMO gap   9.22 eV
Lowest unoccupied orbital energy   0.49 eV

Each line ends with the Löwdin charge.
Cartesian coordinates (Å):
C -0.418669 -1.731127 1.320688  -0.204
Si 1.288661 -2.192821 0.510772  0.549
C 1.590700 -4.049337 1.014243  -0.208
C 1.281973 -2.062258 -1.396936  -0.269
C 0.677706 -0.630939 -1.885567  -0.248
C 1.843618 0.350495 -2.388482  -0.208
C 1.634047 1.899486 -2.023940  -0.209
C 0.125305 2.433089 -2.151207  -0.205
C -0.685920 2.462567 -0.746506  -0.211
C -2.272624 2.356527 -1.002395  -0.265
C -2.807830 0.838387 -1.047872  -0.296
Si -4.204591 0.482347 0.247126  0.505
O -5.630891 0.085285 -0.679637  -0.526
Si -6.955774 0.232975 0.476400  0.530
C 2.594238 -1.108548 1.391424  -0.218
C 2.284894 0.414109 1.630518  -0.075
C 3.237256 1.388681 2.366797  -0.073
C 4.586006 0.819662 2.898859  -0.077
C 4.959658 -0.678405 2.654295  -0.077
C 3.982000 -1.627860 1.908586  -0.072
H -1.212257 -2.514368 1.050465  0.045
H -0.765367 -0.677311 1.042357  0.007
H -0.285362 -1.813844 2.467648  0.058
H 0.577044 -4.552653 1.209375  0.039
H 2.132581 -4.565422 0.153919  0.037
H 2.153890 -4.052223 2.006113  0.031
H 0.662600 -2.952847 -1.795516  0.087
H 2.361506 -2.137197 -1.785354  0.081
H -0.040077 -0.846679 -2.763410  0.117
H 0.113652 -0.202434 -0.992335  0.043
H 2.807480 0.015834 -1.841630  0.105
H 2.046123 0.175615 -3.504005  0.115
H 2.105292 2.153130 -1.005863  0.105
H 2.253141 2.499510 -2.797919  0.108
H -0.480614 1.924640 -2.993846  0.120
H 0.202179 3.542086 -2.473019  0.110
H -0.371682 1.635790 -0.025053  0.070
H -0.478879 3.460982 -0.209305  0.113
H -2.459260 2.820363 -2.046801  0.108
H -2.883613 3.005912 -0.274461  0.088
H -3.252100 0.674640 -2.102035  0.088
H -2.011564 0.039867 -0.874267  0.041
H -4.387721 1.629264 1.138508  -0.032
H -3.863062 -0.718966 1.041614  -0.033
H -6.661460 -0.760720 1.535048  -0.061
H -8.166962 -0.109325 -0.263998  -0.075
H -6.944400 1.606109 0.996151  -0.071
H 1.285049 0.810382 1.228159  0.064
H 2.972158 2.485361 2.527871  0.086
H 5.270518 1.541479 3.474132  0.086
H 5.960711 -1.073797 3.058657  0.086
H 4.250693 -2.725495 1.721634  0.085

Cartesian forces, eV/Å:
-0.1473 -0.1565 0.4554
-0.4459 -0.8555 0.7773
-0.3299 0.2308 0.1302
0.0253 0.4684 -0.7015
0.2951 -0.7910 -0.3925
0.4920 -0.3122 1.0333
0.2211 0.2164 -1.2216
0.1505 0.9294 0.5174
-0.6258 0.3749 -0.1645
0.3676 0.2333 -0.7061
-0.3861 0.2926 -0.4909
0.2932 -0.9437 -2.7354
-0.2229 1.1058 3.1714
1.5430 -0.6669 -1.8820
3.3611 3.2757 2.0823
2.4367 -0.9828 0.9609
1.1631 -4.1477 -0.5070
-2.4329 -1.8716 -1.7801
-2.9216 1.3373 -0.9212
-1.0371 3.4138 0.4598
1.0079 1.2643 0.1683
0.2604 -1.4711 0.5354
-0.1852 0.3376 -1.7966
1.4850 0.6281 -0.4454
-0.5499 0.3837 1.4307
-0.4945 -0.2994 -1.4384
1.0075 1.3818 0.5081
-1.5735 -0.1889 0.4714
0.8647 0.5853 1.5594
0.6212 -0.2753 -1.5082
-1.3998 0.5498 -0.8926
-0.4710 0.4079 1.5594
-0.9755 -0.4838 -1.3647
-0.8682 -0.9394 1.2747
1.0509 0.4501 1.4819
-0.2239 -1.7222 0.4279
-0.3066 0.9968 -1.0324
-0.1295 -1.5111 -0.8525
0.2252 -0.6406 1.6853
1.0561 -1.0606 -0.8783
0.6358 -0.0702 1.7294
-0.7955 1.2631 -0.3732
-0.2240 0.2254 0.1599
-0.0383 0.0702 0.1281
-0.1866 0.1683 0.1235
-0.2785 0.0283 0.0309
-0.2069 0.0719 0.1254
1.6942 -0.5813 0.7569
0.3668 -1.7957 -0.2856
-1.0389 -1.4732 -1.0280
-1.8065 0.6800 -0.7686
-0.3218 1.8696 0.4231

=====

Copy entry 2 word for word.
ORCA calculation (ωB97M-V with the def2-TZVPD basis set) on an isolated molecule of C3H5N3O at a distorted geometry.

Calculated values
HOMO-LUMO gap   8.64 eV
Energy relative to the best compared isomer or geometry (same formula, charge and spin)   96.1 kcal per mole
Lowest unoccupied orbital energy   -0.74 eV
SMILES   [H]/N=C/N/C(C=O)=N/[H]

Each line ends with the Löwdin charge.
Cartesian coordinates (Å):
H 3.532368 -0.009746 0.438239  0.110
N 2.488236 0.183343 -0.028344  0.022
C 1.524740 -0.761949 -0.036654  -0.308
N 0.192014 -0.684244 -0.269675  0.076
C -0.640528 0.452881 -0.000306  -0.444
C -1.984683 0.098307 -0.061893  -0.235
O -2.465366 -1.018741 0.070838  0.085
N -0.326890 1.661121 -0.118967  0.166
H -1.177464 2.335502 0.347822  0.155
H 1.699886 -1.931228 0.108976  0.141
H -0.333207 -1.483957 -0.211085  0.080
H -2.509101 1.158716 -0.238953  0.151

Cartesian forces, eV/Å:
-3.9714 -0.4492 -1.8720
-1.2803 -2.3489 1.4428
5.4590 -1.0307 0.8254
0.2136 5.1369 0.2886
3.7156 -1.3200 -1.9389
-5.1972 -0.2642 1.0476
0.6072 1.9503 -0.6073
-0.9512 3.2727 2.6044
2.5998 -2.3910 -2.1688
0.3632 2.2999 -0.0425
-1.1288 -2.4653 0.1258
-0.4296 -2.3902 0.2949